<i>
ORCA calculation (ωB97M-V with the def2-TZVPD basis set) on 2 unconnected molecules or ions with the total composition C7H14N.

Computed properties:
total charge	+1
highest occupied orbital energy	-13.232	eV

Each atom is followed by the atoms it is bonded to, with distances in Å.
Cartesian coordinates (Å):
1 C -2.177 0.497 -1.348  C3 1.421, H9 1.138, H10 1.028, H14 1.217
2 C -1.287 -1.815 1.360  C4 1.288, H11 1.065, H12 1.149
3 C -2.093 0.149 0.027  C1 1.421, C4 1.274, H13 1.123
4 C -1.453 -0.804 0.579  C2 1.288, C3 1.274
5 C 0.901 1.156 -0.984  N8 1.291, H15 1.097, H16 1.132
6 C 1.335 -1.021 -0.397  N8 1.429, H17 1.092, H18 1.114, H19 1.119
7 C 0.658 0.580 1.358  N8 1.438, H20 1.072, H21 1.112, H22 1.122
8 N 0.888 0.286 -0.031  C5 1.291, C6 1.429, C7 1.438
9 H -2.066 1.606 -1.579  C1 1.138
10 H -3.124 0.237 -1.655  C1 1.028
11 H -0.421 -2.136 1.891  C2 1.065
12 H -2.037 -2.686 1.333  C2 1.149
13 H -2.561 0.959 0.649  C3 1.123
14 H -1.424 0.021 -2.177  C1 1.217
15 H 0.450 2.152 -0.901  C5 1.097
16 H 1.329 0.888 -1.998  C5 1.132
17 H 1.998 -1.406 0.380  C6 1.092
18 H 0.407 -1.616 -0.237  C6 1.114
19 H 1.740 -1.038 -1.440  C6 1.119
20 H 1.559 0.597 1.938  C7 1.072
21 H 0.233 1.604 1.441  C7 1.112
22 H 0.289 -0.335 1.893  C7 1.122

Atom-resolved charges from Mulliken, all expressed in e: atom 1 (C): -1.093, atom 2 (C): -0.737, atom 3 (C): -0.363, atom 4 (C): 0.371, atom 5 (C): -0.210, atom 6 (C): -0.733, atom 7 (C): -0.638, atom 8 (N): 0.142, atom 9 (H): 0.322, atom 10 (H): 0.410, atom 11 (H): 0.289, atom 12 (H): 0.235, atom 13 (H): 0.291, atom 14 (H): 0.254, atom 15 (H): 0.301, atom 16 (H): 0.253, atom 17 (H): 0.353, atom 18 (H): 0.354, atom 19 (H): 0.306, atom 20 (H): 0.325, atom 21 (H): 0.333, atom 22 (H): 0.236

***

<ii>
ORCA calculation (ωB97M-V with the def2-TZVPD basis set) on a gas-phase ion, C7H14N (charge +1).

Computed properties:
total charge	+1
highest occupied orbital energy	-12.865	eV

Each atom is followed by the atoms it is bonded to, with distances in Å.
Cartesian coordinates (Å):
1 C -1.484 2.204 -1.535  C2 1.325, H9 1.084, H10 1.085
2 C -1.166 0.939 -1.302  C1 1.325, C3 1.503, H11 1.088
3 C -0.655 0.458 0.028  C2 1.503, C4 1.327, C6 1.502
4 C -1.477 -0.215 0.823  C3 1.327, C5 1.505, H12 1.086
5 C -1.142 -0.880 2.132  C4 1.505, H13 1.091, H14 1.081, H15 1.083
6 C 0.814 0.609 0.304  C3 1.502, C7 1.527, H16 1.091, H17 1.095
7 C 1.648 -0.665 0.189  C6 1.527, N8 1.482, H18 1.071, H19 1.090
8 N 1.866 -1.125 -1.203  C7 1.482, H20 1.025, H21 1.022, H22 1.022
9 H -1.501 2.961 -0.760  C1 1.084
10 H -1.811 2.543 -2.512  C1 1.085
11 H -1.177 0.201 -2.100  C2 1.088
12 H -2.527 -0.302 0.562  C4 1.086
13 H -0.224 -0.513 2.593  C5 1.091
14 H -1.926 -0.763 2.867  C5 1.081
15 H -1.063 -1.939 1.925  C5 1.083
16 H 1.304 1.435 -0.215  C6 1.091
17 H 0.958 0.900 1.349  C6 1.095
18 H 1.150 -1.445 0.728  C7 1.071
19 H 2.571 -0.553 0.758  C7 1.090
20 H 2.359 -2.023 -1.224  N8 1.025
21 H 0.978 -1.301 -1.678  N8 1.022
22 H 2.508 -0.527 -1.727  N8 1.022

Atom-resolved charges from Mulliken, all expressed in e: atom 1 (C): -0.711, atom 2 (C): -0.416, atom 3 (C): 0.421, atom 4 (C): -0.076, atom 5 (C): -1.352, atom 6 (C): -0.903, atom 7 (C): -0.728, atom 8 (N): -0.179, atom 9 (H): 0.278, atom 10 (H): 0.300, atom 11 (H): 0.252, atom 12 (H): 0.455, atom 13 (H): 0.288, atom 14 (H): 0.408, atom 15 (H): 0.318, atom 16 (H): 0.460, atom 17 (H): 0.396, atom 18 (H): 0.388, atom 19 (H): 0.336, atom 20 (H): 0.389, atom 21 (H): 0.311, atom 22 (H): 0.366

***

<iii>
ORCA calculation (ωB97M-V with the def2-TZVPD basis set) on a gas-phase ion, C7H14N (charge +1).

Computed properties:
total charge	+1
highest occupied orbital energy	-13.270	eV

Each atom is followed by the atoms it is bonded to, with distances in Å.
Cartesian coordinates (Å):
1 C -1.133 -3.174 0.199  C2 1.318, H9 1.085, H10 1.073
2 C -0.599 -2.205 -0.518  C1 1.318, C3 1.488, H11 1.095
3 C -0.846 -0.738 -0.555  C2 1.488, C4 1.330, C5 1.537
4 C -1.773 -0.080 -1.246  C3 1.330, H12 1.085, H13 1.087
5 C -0.049 -0.086 0.585  C3 1.537, C6 1.562, H14 1.087, H15 1.088
6 C 0.411 1.364 0.230  C5 1.562, C7 1.565, N8 1.501, H16 1.084
7 C 1.197 1.933 1.457  C6 1.565, H17 1.096, H18 1.089, H19 1.080
8 N 1.256 1.199 -0.999  C6 1.501, H20 1.016, H21 1.023, H22 1.025
9 H -0.630 -4.134 0.249  C1 1.085
10 H -2.017 -3.063 0.796  C1 1.073
11 H 0.347 -2.374 -1.042  C2 1.095
12 H -2.613 -0.574 -1.723  C4 1.085
13 H -1.879 1.000 -1.307  C4 1.087
14 H 0.795 -0.723 0.838  C5 1.087
15 H -0.614 -0.045 1.513  C5 1.088
16 H -0.459 1.995 0.085  C6 1.084
17 H 2.282 1.999 1.319  C7 1.096
18 H 0.736 2.912 1.578  C7 1.089
19 H 1.137 1.269 2.308  C7 1.080
20 H 2.104 0.729 -0.693  N8 1.016
21 H 1.578 2.110 -1.334  N8 1.023
22 H 0.770 0.686 -1.742  N8 1.025

Atom-resolved charges from Mulliken, all expressed in e: atom 1 (C): -0.687, atom 2 (C): -0.525, atom 3 (C): 0.432, atom 4 (C): -0.765, atom 5 (C): -0.993, atom 6 (C): 0.041, atom 7 (C): -1.241, atom 8 (N): -0.235, atom 9 (H): 0.272, atom 10 (H): 0.296, atom 11 (H): 0.259, atom 12 (H): 0.336, atom 13 (H): 0.203, atom 14 (H): 0.506, atom 15 (H): 0.536, atom 16 (H): 0.368, atom 17 (H): 0.397, atom 18 (H): 0.330, atom 19 (H): 0.347, atom 20 (H): 0.390, atom 21 (H): 0.361, atom 22 (H): 0.369

***

Stability, descending: <ii>, <iii>, <i>

***

<i>
ORCA calculation (ωB97M-V with the def2-TZVPD basis set) on 2 unconnected molecules or ions with the total composition C3H9NO2.

Computed properties:
multiplicity	2
total charge	+1
highest occupied orbital energy (spin up / spin down)	-14.473 / -14.473	eV

Each atom is followed by the atoms it is bonded to, with distances in Å.
Cartesian coordinates (Å):
1 C 0.340 -0.217 1.319  N2 1.392, O5 1.219, H6 1.090
2 N 0.575 -0.166 -0.052  C1 1.392, C3 1.417, H7 1.024
3 C 1.862 -0.413 -0.590  N2 1.417, C4 1.586, H8 1.100, H9 1.092
4 C 1.762 -1.570 -1.671  C3 1.586, H10 1.097, H11 1.088, H12 1.077
5 O -0.782 0.105 1.671  C1 1.219
6 H 0.970 -0.795 1.995  C1 1.090
7 H -0.197 0.166 -0.637  N2 1.024
8 H 2.550 -0.727 0.208  C3 1.100
9 H 2.255 0.442 -1.145  C3 1.092
10 H 0.831 -2.141 -1.570  C4 1.097
11 H 2.525 -2.316 -1.463  C4 1.088
12 H 1.758 -1.185 -2.676  C4 1.077
13 H -3.024 1.209 0.241  O15 0.953
14 H -2.881 2.717 0.198  O15 0.952
15 O -3.277 1.981 -0.257  H13 0.953, H14 0.952

Atom-resolved charges from Mulliken, all expressed in e: atom 1 (C): 0.124, atom 2 (N): 0.044, atom 3 (C): -0.222, atom 4 (C): -0.976, atom 5 (O): -0.295, atom 6 (H): 0.334, atom 7 (H): 0.342, atom 8 (H): 0.330, atom 9 (H): 0.294, atom 10 (H): 0.368, atom 11 (H): 0.307, atom 12 (H): 0.345, atom 13 (H): 0.301, atom 14 (H): 0.327, atom 15 (O): -0.622

***

<ii>
ORCA calculation (ωB97M-V with the def2-TZVPD basis set) on 2 unconnected molecules or ions with the total composition C3H9NO2.

Computed properties:
multiplicity	2
total charge	+1
highest occupied orbital energy (spin up / spin down)	-14.146 / -14.145	eV

Each atom is followed by the atoms it is bonded to, with distances in Å.
Cartesian coordinates (Å):
1 C -0.779 1.218 -1.228  C2 1.547, N5 1.446, H6 1.098, H7 1.083
2 C -0.254 0.860 0.183  C1 1.547, C3 1.480, H8 1.105, H9 1.110
3 C 0.773 1.726 0.801  C2 1.480, O4 1.202, H10 1.105
4 O 0.767 2.912 0.604  C3 1.202
5 N -1.746 0.178 -1.501  C1 1.446, H11 1.010, H12 1.021
6 H 0.091 1.240 -1.897  C1 1.098
7 H -1.205 2.214 -1.241  C1 1.083
8 H 0.036 -0.199 0.312  C2 1.105
9 H -1.132 0.699 0.844  C2 1.110
10 H 1.350 1.362 1.671  C3 1.105
11 H -2.346 0.437 -2.270  N5 1.010
12 H -1.237 -0.651 -1.812  N5 1.021
13 H 1.271 -4.228 2.209  O15 0.978
14 H 2.577 -3.690 1.900  O15 0.966
15 O 1.832 -4.079 1.423  H13 0.978, H14 0.966

Atom-resolved charges from Mulliken, all expressed in e: atom 1 (C): -0.414, atom 2 (C): -0.536, atom 3 (C): 0.044, atom 4 (O): -0.240, atom 5 (N): -0.371, atom 6 (H): 0.313, atom 7 (H): 0.393, atom 8 (H): 0.421, atom 9 (H): 0.401, atom 10 (H): 0.375, atom 11 (H): 0.308, atom 12 (H): 0.306, atom 13 (H): 0.328, atom 14 (H): 0.322, atom 15 (O): -0.649

***

Stability, descending: <i>, <ii>

***

<i>
ORCA calculation (ωB97M-V with the def2-TZVPD basis set) on 2 unconnected molecules or ions with the total composition C7H10N2O3.

Computed properties:
highest occupied orbital energy	-8.826	eV

Each atom is followed by the atoms it is bonded to, with distances in Å.
Cartesian coordinates (Å):
1 C -0.102 2.174 -0.814  C2 1.505, H8 1.207, H9 1.212, H10 1.017
2 C -0.173 0.673 -0.902  C1 1.505, C4 1.442, H11 1.254, N18 1.480
3 C -2.029 -0.869 -0.192  N18 1.342, N19 1.627, O21 1.292
4 C 1.019 0.020 -0.422  C2 1.442, C5 1.398, O22 1.364
5 C 2.013 0.109 0.557  C4 1.398, C6 1.374, H15 1.173
6 C 2.796 -1.002 0.760  C5 1.374, C7 1.369, H16 1.171
7 C 2.250 -1.780 -0.224  C6 1.369, H17 1.148, O22 1.385
8 H -0.064 2.334 0.382  C1 1.207
9 H 0.908 2.788 -1.080  C1 1.212
10 H -0.735 2.770 -1.342  C1 1.017
11 H -0.301 -0.059 -1.913  C2 1.254
12 H -0.051 0.175 1.593  O20 1.019
13 H -3.190 -0.489 1.490  N19 0.911
14 H -4.634 -0.949 0.365  no bonds
15 H 2.050 1.047 1.260  C5 1.173
16 H 3.929 -0.934 1.047  C6 1.171
17 H 2.844 -2.584 -0.789  C7 1.148
18 N -1.095 0.057 0.078  C2 1.480, C3 1.342, O20 1.403
19 N -3.229 -1.154 0.869  C3 1.627, H13 0.911
20 O -1.041 0.365 1.446  H12 1.019, N18 1.403
21 O -2.280 -1.416 -1.335  C3 1.292
22 O 1.113 -1.277 -0.835  C4 1.364, C7 1.385

Atom-resolved charges from Mulliken, all expressed in e: atom 1 (C): -1.348, atom 2 (C): 0.446, atom 3 (C): 0.556, atom 4 (C): -0.143, atom 5 (C): -0.009, atom 6 (C): -0.397, atom 7 (C): -0.314, atom 8 (H): 0.214, atom 9 (H): 0.299, atom 10 (H): 0.408, atom 11 (H): 0.354, atom 12 (H): 0.399, atom 13 (H): 0.295, atom 14 (H): 0.289, atom 15 (H): 0.258, atom 16 (H): 0.285, atom 17 (H): 0.317, atom 18 (N): 0.210, atom 19 (N): -0.662, atom 20 (O): -0.513, atom 21 (O): -0.615, atom 22 (O): -0.330

***

<ii>
ORCA calculation (ωB97M-V with the def2-TZVPD basis set) on 2 unconnected molecules or ions with the total composition C7H10N2O3.

Computed properties:
highest occupied orbital energy	-10.188	eV

Each atom is followed by the atoms it is bonded to, with distances in Å.
Cartesian coordinates (Å):
1 O 1.257 -1.684 -1.145  C2 1.393, H7 0.964
2 C 1.414 -0.777 -0.099  O1 1.393, C3 1.546, C5 1.538, H8 1.100
3 C 2.829 -0.424 0.414  C2 1.546, C4 1.543, H9 1.097, H10 1.096
4 C 2.361 1.042 0.531  C3 1.543, C5 1.544, H11 1.102, H12 1.095
5 C 1.251 0.703 -0.487  C2 1.538, C4 1.544, O6 1.393, H13 1.090
6 O 0.005 1.325 -0.427  C5 1.393, H14 0.974
7 H 1.367 -2.581 -0.809  O1 0.964
8 H 0.748 -1.007 0.745  C2 1.100
9 H 3.558 -0.555 -0.395  C3 1.097
10 H 3.190 -0.926 1.318  C3 1.096
11 H 3.074 1.842 0.276  C4 1.102
12 H 1.935 1.253 1.517  C4 1.095
13 H 1.618 0.820 -1.507  C5 1.090
14 H -0.352 1.219 0.473  O6 0.974
15 N -2.398 2.327 -0.435  C16 1.158
16 C -2.609 1.188 -0.412  N15 1.158, C17 1.483
17 C -2.840 -0.276 -0.350  C16 1.483, O18 1.397, C19 1.472, H21 1.098
18 O -1.990 -0.910 0.560  C17 1.397, H22 0.955
19 C -4.261 -0.534 -0.064  C17 1.472, N20 1.174
20 N -5.381 -0.775 0.196  C19 1.174
21 H -2.607 -0.696 -1.337  C17 1.098
22 H -2.169 -0.574 1.436  O18 0.955

Atom-resolved charges from Mulliken, all expressed in e: atom 1 (O): -0.554, atom 2 (C): 0.291, atom 3 (C): -0.631, atom 4 (C): -0.517, atom 5 (C): -0.454, atom 6 (O): -0.451, atom 7 (H): 0.332, atom 8 (H): 0.169, atom 9 (H): 0.252, atom 10 (H): 0.334, atom 11 (H): 0.277, atom 12 (H): 0.246, atom 13 (H): 0.343, atom 14 (H): 0.313, atom 15 (N): -0.378, atom 16 (C): 0.077, atom 17 (C): 0.676, atom 18 (O): -0.490, atom 19 (C): -0.041, atom 20 (N): -0.370, atom 21 (H): 0.192, atom 22 (H): 0.382

***

Stability, descending: <ii>, <i>